Entry 1:
{
  "formula": "C4H12",
  "method": "wB97M-V/def2-TZVPD",
  "smiles": "CC.CC",
  "orbital_gap_ev": 12.41,
  "de_lowest_kj_mol": 74.18,
  "elements": ["C", "C", "H", "H", "H", "H", "H", "H", "C", "C", "H", "H", "H", "H", "H", "H"],
  "xyz": [[0.373, 1.062, 0.651], [1.019, 2.178, 1.453], [-0.620, 1.325, 0.376], [0.914, 0.898, -0.256], [0.329, 0.104, 1.274], [2.016, 1.996, 1.812], [0.497, 2.404, 2.406], [0.859, 3.146, 0.942], [-0.966, -2.009, -0.476], [-0.354, -1.346, -1.707], [-0.444, -1.630, 0.424], [-1.938, -1.676, -0.503], [-1.098, -3.077, -0.443], [0.099, -2.099, -2.369], [0.460, -0.617, -1.404], [-1.145, -0.660, -2.179]]
}


Entry 2:
{
  "formula": "C4H9ClN",
  "method": "wB97M-V/def2-TZVPD",
  "spin_multiplicity": 3,
  "total_charge": 1,
  "orbital_gap_ev": [5.26, 7.47],
  "de_lowest_kj_mol": 209.82,
  "elements": ["C", "C", "C", "C", "N", "Cl", "H", "H", "H", "H", "H", "H", "H", "H", "H"],
  "xyz": [[-0.353, 0.227, 1.034], [-0.548, 0.273, -1.088], [-1.458, 0.865, 0.144], [1.598, -0.985, 0.104], [0.571, 0.066, -0.063], [-2.964, 0.009, -0.145], [0.016, 0.801, 1.839], [-0.636, -0.822, 1.319], [-1.188, -0.501, -1.466], [-0.165, 0.819, -1.944], [-1.534, 1.927, 0.137], [2.149, -0.733, 1.035], [1.080, -1.996, -0.017], [2.304, -0.917, -0.698], [1.128, 0.966, -0.192]]
}


Entry 3:
{
  "formula": "C32H34MnN6",
  "method": "wB97M-V/def2-TZVPD",
  "spin_multiplicity": 2,
  "orbital_gap_ev": [6.83, 6.23],
  "elements": ["Mn", "C", "C", "C", "C", "C", "C", "C", "C", "C", "C", "H", "H", "H", "H", "H", "H", "H", "H", "H", "H", "H", "H", "H", "H", "H", "N", "C", "N", "C", "N", "N", "C", "N", "C", "C", "C", "C", "C", "N", "H", "H", "H", "H", "H", "H", "H", "H", "C", "C", "C", "C", "C", "C", "C", "C", "C", "C", "C", "C", "C", "C", "H", "H", "H", "H", "H", "H", "H", "H", "H", "H", "H"],
  "xyz": [[0.889, -0.720, 0.384], [2.051, -0.659, 2.197], [0.769, -1.181, 2.510], [0.595, -2.402, 1.807], [1.779, -2.637, 1.047], [2.671, -1.561, 1.271], [4.049, -1.428, 0.699], [2.083, -3.825, 0.182], [-0.528, -3.361, 2.074], [-0.191, -0.651, 3.527], [2.736, 0.459, 2.923], [4.293, -0.386, 0.483], [4.140, -1.983, -0.236], [4.811, -1.807, 1.386], [2.180, -3.555, -0.872], [1.304, -4.582, 0.254], [3.023, -4.287, 0.490], [-0.588, -4.165, 1.339], [-1.495, -2.856, 2.111], [-0.387, -3.847, 3.044], [-1.209, -0.617, 3.140], [0.068, 0.362, 3.834], [-0.182, -1.284, 4.420], [3.105, 0.111, 3.892], [2.067, 1.300, 3.119], [3.602, 0.829, 2.373], [-0.850, -3.086, -1.180], [-0.285, -2.256, -2.065], [-0.534, -2.461, -3.353], [0.028, -1.588, -4.186], [-0.151, -1.784, -5.506], [0.787, -0.545, -3.821], [0.973, -0.437, -2.519], [0.506, -1.268, -1.578], [1.709, 0.711, -1.993], [2.234, 1.694, -2.819], [2.863, 2.781, -2.246], [2.922, 2.843, -0.860], [2.368, 1.826, -0.111], [1.773, 0.753, -0.649], [-1.590, -3.676, -1.516], [-0.839, -2.796, -0.215], [-0.803, -2.485, -5.806], [0.165, -1.078, -6.144], [2.127, 1.582, -3.888], [3.286, 3.566, -2.859], [3.387, 3.678, -0.354], [2.378, 1.868, 0.967], [-3.404, 5.004, 1.623], [-2.047, 5.152, 1.876], [-1.195, 4.069, 1.738], [-1.658, 2.810, 1.336], [-3.031, 2.677, 1.102], [-3.886, 3.760, 1.243], [-0.663, 1.724, 1.214], [-0.679, 0.579, 0.516], [-1.825, 0.226, -0.348], [-1.944, 0.775, -1.630], [-2.971, 0.396, -2.480], [-3.919, -0.533, -2.070], [-3.820, -1.081, -0.798], [-2.780, -0.716, 0.044], [-4.077, 5.845, 1.730], [-1.652, 6.112, 2.184], [-0.137, 4.193, 1.941], [-3.443, 1.721, 0.818], [-4.945, 3.626, 1.057], [0.246, 1.956, 1.773], [-1.222, 1.520, -1.948], [-3.039, 0.840, -3.467], [-4.726, -0.821, -2.730], [-4.560, -1.797, -0.459], [-2.713, -1.147, 1.038]]
}